Below is a molecular structure, C23H25MnN4O3S, with properties calculated with wB97M-V/def2-TZVPD.

Structure (XYZ):
```
57
Properties=species:S:1:pos:R:3:mulliken_charge:R:1
Mn -0.2140 -0.2337 0.1125 0.310
S 1.0124 1.1228 3.0489 -0.235
O 0.7622 3.5245 0.3661 -0.608
O 0.6697 0.0423 2.0489 -0.097
O -0.0687 1.5874 -0.2581 -0.554
N -0.2422 -2.1317 0.3334 -0.383
N 1.7203 -6.0546 0.0404 -0.505
N 1.7948 -0.4769 -0.6463 -0.479
N -0.1556 -4.5516 0.4948 -0.633
C -0.7164 4.7254 3.0787 -0.582
C 0.9119 2.4061 -0.0812 0.662
C 0.8597 -5.3169 0.2382 0.447
C -0.2085 2.4051 2.8754 0.509
C 0.7637 0.3266 6.9862 -0.575
C -2.1518 -0.1908 -0.0178 -0.538
C 2.3455 0.6805 -1.3618 -0.687
C -3.3683 -0.1668 -0.1049 0.224
C -5.4421 -0.3393 1.1816 -1.596
C -1.9820 4.4726 2.5740 -0.574
C 0.1855 3.6860 3.2220 -0.449
C 0.5009 0.4283 4.6154 0.734
C -1.4672 2.1345 2.3763 0.079
C 2.3188 1.8981 -0.4555 -0.499
C -0.2648 -0.5987 7.0457 -0.505
C -5.2923 1.1640 -0.8231 -1.431
C -4.8308 -0.1651 -0.2147 2.169
C -0.5251 -0.5053 4.6591 -0.353
C -0.1369 -3.3044 0.3842 0.574
C 1.1572 0.8443 5.7620 -0.384
C -2.3518 3.1856 2.2182 -0.601
C -0.9034 -1.0191 5.8875 -0.670
C -5.2695 -1.3292 -1.1080 -1.690
H -6.5297 -0.3073 1.1178 0.433
H -1.7543 1.1291 2.0758 0.242
H 1.7276 0.8493 -2.2518 0.334
H -5.1491 -1.2926 1.6141 0.392
H -4.9514 2.0038 -0.2216 0.220
H -0.9974 -0.8322 3.7424 0.321
H -1.6947 -1.7505 5.9420 0.419
H 3.3744 0.4735 -1.6930 0.383
H 1.8723 -1.3266 -1.2069 0.321
H -2.6773 5.2869 2.4400 0.412
H 2.8609 2.7279 -0.9193 0.434
H 1.9678 1.5544 5.6989 0.419
H -3.3276 2.9970 1.8009 0.366
H -4.8937 1.2862 -1.8284 0.392
H -0.5641 -1.0060 7.9984 0.388
H 1.1887 3.8739 3.5673 0.394
H 1.2658 0.6406 7.8889 0.399
H 2.3284 -0.6478 0.2077 0.262
H -5.1154 0.4510 1.8497 0.298
H -4.8602 -1.2201 -2.1090 0.385
H -6.3558 -1.3525 -1.1790 0.400
H 2.8493 1.6802 0.4806 0.132
H -0.4219 5.7324 3.3326 0.382
H -6.3799 1.1908 -0.8752 0.409
H -4.9274 -2.2774 -0.7015 0.381
```

Summary:
expectation value of S²	6.052
LUMO (spin up / spin down)	-0.559 / -0.164	eV
strongest force on any atom	1.3	eV/Å
total energy	-78513.65974	eV
multiplicity	5

Below is a molecular structure, C33H39BCuN4O2P2, with properties calculated with wB97M-V/def2-TZVPD.

Structure (XYZ):
```
82
Properties=species:S:1:pos:R:3:mulliken_charge:R:1
Cu 0.3927 -3.4040 1.9161 -0.666
P -1.4675 0.5116 -0.7158 1.070
P 1.3555 0.6448 -0.3989 -0.456
O 0.2544 4.5781 2.2413 -0.625
O -0.0890 4.8180 -0.0315 -0.612
N 1.5978 -0.6637 0.9139 0.397
N -2.3474 1.1556 -2.1119 0.480
N 3.0201 1.0184 -0.6391 0.477
N -2.8956 -0.3764 -0.1353 0.549
C -2.8002 2.0531 -4.1557 -0.660
C -1.2387 -5.6516 1.3753 -1.125
C -1.2798 -4.2377 0.7782 -0.597
C -3.8824 -1.2108 -0.6903 -0.505
C 1.4128 8.1438 0.6011 -0.551
C -2.0360 1.1013 -3.4795 -0.423
C -0.5308 -0.8269 -1.5455 -0.284
C -3.6179 2.7081 -3.1776 -0.905
C 2.4186 -1.7819 0.9614 0.462
C 1.3238 -5.0230 -1.2566 -0.967
C -1.8636 3.3935 1.2516 -0.545
C 1.8331 -4.6689 0.0835 -0.076
C 1.2225 -5.0345 1.2715 -0.521
C 1.4419 6.7380 2.5864 -0.890
C -4.3697 -0.8458 1.5070 -0.764
C 1.0890 -0.4563 2.1712 -0.006
C 0.2091 -6.1657 1.3522 -1.124
C 1.7336 7.9430 1.9364 -0.376
C 3.2423 2.4028 -0.7482 -0.408
C 0.8703 5.7315 1.8270 0.681
C 1.2725 -1.5965 2.9436 -1.309
C 0.8110 7.1370 -0.1554 -0.733
C -0.2439 -5.1078 -1.3663 -0.894
C -4.8060 -1.5041 0.3063 -0.765
C 0.6227 5.9059 0.4404 0.442
C 0.9936 -0.5904 -1.7029 -0.899
C 5.2049 1.3249 -1.1601 -0.662
C 4.2310 0.3589 -0.8914 -0.225
C 2.2451 -2.4230 2.2015 -1.219
C 4.5745 2.6081 -1.0754 -0.664
C -3.3334 2.1407 -1.9440 -0.658
C -3.2004 -0.1696 1.2178 -0.421
C -1.0550 -4.1430 -0.5858 0.014
B -0.5122 4.1656 1.1323 0.999
H -0.4975 -6.1715 -1.1705 0.396
H -1.7966 2.4166 1.7610 0.075
H 2.9684 -3.1395 2.5924 0.850
H -4.3407 3.4941 -3.3510 0.430
H -2.7782 2.2444 -5.2200 0.428
H 1.7071 -4.2903 -1.9912 0.322
H 2.4261 3.0720 -0.5736 0.350
H -5.7027 -2.0912 0.1939 0.462
H -0.9771 -0.9612 -2.5336 1.160
H -2.0326 -3.5667 1.2387 0.887
H 1.7637 -4.8558 2.2196 0.783
H 2.1936 8.7434 2.5014 0.373
H -0.6929 -1.7335 -0.9376 -1.198
H 3.1673 -1.9691 0.1725 0.057
H 6.2421 1.1338 -1.3936 0.436
H 4.2954 -0.7172 -0.8245 0.341
H 1.2821 -1.5803 4.0148 0.672
H 1.2526 -0.1628 -2.6947 0.359
H -0.4610 -4.9383 -2.4400 0.368
H -1.8574 -6.4101 0.8399 0.355
H 0.5627 7.2759 -1.1970 0.457
H 0.3749 -6.7172 2.2885 0.395
H -1.6429 -5.6346 2.4030 0.293
H 1.5500 -1.5304 -1.5493 0.371
H -1.6467 -3.4712 -1.2213 0.506
H -3.7281 2.3512 -0.9642 0.659
H -2.5539 4.0243 1.8780 0.415
H 1.7405 6.5729 3.6113 0.434
H 5.0275 3.5690 -1.2266 0.463
H -2.5240 0.4192 1.8231 0.336
H -3.8399 -1.5104 -1.7317 0.477
H -4.8723 -0.8720 2.4508 0.479
H 2.7893 -4.1609 0.0753 0.865
H 1.7136 -5.9957 -1.6291 0.303
H 0.3054 -6.8723 0.5114 0.316
H -2.3826 3.2281 0.2849 0.137
H 1.5878 9.1044 0.1254 0.372
H -1.2895 0.4096 -3.8525 0.417
H 0.8629 0.5925 2.4673 0.363
```

Summary:
expectation value of S²	0.781
LUMO (spin up / spin down)	0.274 / 0.211	eV
strongest force on any atom	3.4	eV/Å
total energy	-108799.10762	eV
multiplicity	2

Below is 4 unconnected molecules or ions with the total composition C28H42ClFN2O7PS, with properties calculated with wB97M-V/def2-TZVPD.

Structure (XYZ):
```
83
Properties=species:S:1:pos:R:3:mulliken_charge:R:1
Cl 2.7483 3.6691 -4.0722 -0.205
S -0.4023 -1.6318 1.1058 -0.007
P 0.9917 2.9322 -3.0404 0.338
F 3.0753 4.0145 -0.3058 -0.174
O -2.1867 5.9217 -6.9422 -0.357
O -4.3230 -7.3961 3.2792 -0.577
O -3.3892 -5.3737 3.5498 -0.374
O 2.3213 -4.4237 2.0128 -0.579
O 0.9396 -4.6414 0.2582 -0.205
O -0.1430 4.2710 -2.7804 -0.495
O -2.5745 6.7133 -9.0057 -0.564
N 2.4673 2.7743 -0.2729 0.339
N 1.1802 0.8329 -0.9101 0.338
C -0.4528 5.7009 -8.6701 -0.856
C -2.0346 -7.3920 3.9136 -0.807
C -0.4505 -6.3660 -0.7498 -0.997
C 1.9271 -5.0958 1.0603 0.890
C 2.0420 4.8930 3.4677 -0.338
C 3.4753 1.9191 2.1943 -0.704
C -1.4757 5.0794 -6.0167 -0.503
C 1.6859 0.3779 0.4669 0.291
C -1.1834 4.1197 3.5653 -0.483
C 2.5736 1.7060 0.8359 -0.174
C 0.9157 6.0984 3.4543 -0.478
C 0.5509 -5.2530 -0.9854 -0.298
C 1.5879 2.2134 -1.3748 -0.001
C 1.3988 -1.0260 1.2623 -0.236
C -3.3382 -6.7233 3.5825 0.746
C 2.6087 2.0468 3.5792 -0.679
C -0.0658 -0.9397 -2.8678 -0.417
C 0.2937 0.0411 -1.8944 -0.080
C -0.6989 5.6868 3.5015 -0.336
C -0.0698 2.8763 3.5612 -0.165
C -1.5241 -0.1960 1.5437 -0.005
C 1.5154 3.3100 3.5290 0.402
C -0.3495 5.8421 -5.3481 -0.243
C -2.3683 -4.5048 4.0738 -0.851
C -2.7716 0.0346 0.4737 -0.805
C -1.2792 -4.2707 3.0463 -0.229
C 2.4792 -6.4723 0.8222 -1.257
C -1.8236 6.1264 -8.2272 0.711
H -2.2024 4.7743 -5.2564 0.302
H -0.7364 6.7379 -4.8505 0.307
H -1.7055 -3.8671 2.1215 0.205
H -1.5575 6.5123 3.5240 0.301
H -0.0246 -7.1697 -0.1429 0.259
H -0.8573 0.7887 1.5429 -0.212
H -0.5345 -3.5656 3.4273 0.343
H -0.0664 4.8357 -8.1348 0.300
H -0.2871 -1.8557 -3.6008 0.384
H 1.6408 -1.0112 2.4071 0.154
H -2.8596 -3.5522 4.2983 0.301
H -0.3806 1.7286 3.5808 0.297
H 4.0497 2.9510 2.0475 0.353
H -2.8658 -0.8516 -0.2994 0.231
H 1.4254 -5.5849 -1.5519 0.372
H 2.4482 -6.7845 -0.2198 0.384
H 0.0775 -4.4657 -1.5815 0.184
H -1.4024 -6.8150 4.5857 0.325
H 3.3844 2.3614 4.4304 0.363
H 2.1238 -1.8388 0.7806 0.318
H -1.4952 -7.6038 2.9877 0.137
H -3.7392 0.1649 1.1199 0.299
H -1.9670 -0.4137 2.6293 0.409
H -2.2484 -8.3334 4.4303 0.319
H 4.2108 0.9925 2.2533 0.365
H 3.5357 -6.4775 1.1102 0.333
H 1.1537 7.2450 3.4087 0.316
H 3.1826 5.2006 3.4443 0.257
H -1.1336 4.1611 -6.5021 0.363
H 0.1525 5.2158 -4.6048 -0.239
H 2.1290 1.0416 3.9466 0.321
H 0.3944 6.1813 -6.0742 0.276
H 0.2359 6.5419 -8.5618 0.233
H 1.9339 -7.1890 1.4405 0.277
H -0.7702 -5.2008 2.7790 0.042
H -1.9787 -4.8821 5.0234 0.429
H -2.3162 3.7827 3.6260 0.279
H -1.3226 -5.9876 -0.2056 0.268
H -2.5738 1.0387 -0.1343 0.201
H 0.3626 5.0806 -2.4753 0.354
H -0.7861 -6.7906 -1.7005 0.410
H -0.5033 5.4090 -9.7242 0.300
```

Summary:
LUMO	-4.866	eV
strongest force on any atom	10.4	eV/Å
total energy	-82365.41287	eV
multiplicity	1
net charge	+1